{
  "formula": "C21H68N10O13",
  "method": "ωB97M-V/def2-TZVPD",
  "symbols": ["C", "O", "H", "H", "H", "H", "C", "O", "H", "H", "H", "H", "C", "O", "H", "H", "H", "H", "C", "O", "H", "H", "H", "H", "C", "O", "N", "N", "H", "H", "H", "H", "C", "O", "N", "N", "H", "H", "H", "H", "C", "O", "N", "N", "H", "H", "H", "H", "C", "O", "N", "N", "H", "H", "H", "H", "C", "O", "N", "N", "H", "H", "H", "H", "C", "C", "C", "O", "H", "H", "H", "H", "H", "H", "H", "H", "C", "C", "C", "O", "H", "H", "H", "H", "H", "H", "H", "H", "C", "C", "C", "O", "H", "H", "H", "H", "H", "H", "H", "H", "C", "C", "C", "O", "H", "H", "H", "H", "H", "H", "H", "H"],
  "positions_angstrom": [[-1.057, 4.762, -2.557], [-2.348, 4.470, -2.013], [-1.076, 4.787, -3.644], [-0.620, 5.682, -2.160], [-0.430, 3.948, -2.182], [-2.227, 3.911, -1.239], [-4.487, 1.851, -0.257], [-5.575, 0.988, -0.531], [-4.000, 2.115, -1.195], [-4.828, 2.769, 0.232], [-3.739, 1.420, 0.414], [-5.714, 0.415, 0.225], [3.163, 1.724, 1.245], [3.960, 2.663, 0.539], [2.151, 1.987, 1.577], [3.044, 0.827, 0.630], [3.724, 1.559, 2.168], [3.479, 2.798, -0.296], [-3.287, -2.987, 1.360], [-3.608, -4.217, 0.718], [-3.221, -2.987, 2.444], [-2.266, -2.736, 1.052], [-3.983, -2.275, 0.906], [-3.533, -4.065, -0.225], [-0.033, -4.621, 2.225], [-0.600, -3.845, 3.001], [1.220, -4.394, 1.691], [-0.570, -5.743, 1.716], [1.700, -5.024, 1.083], [1.666, -3.558, 2.051], [-0.258, -6.063, 0.822], [-1.402, -6.127, 2.130], [-0.611, 3.995, 1.021], [-1.300, 3.100, 0.526], [-0.890, 4.609, 2.217], [0.604, 4.347, 0.536], [-1.755, 4.408, 2.688], [-0.232, 5.199, 2.685], [1.058, 3.891, -0.246], [1.098, 5.015, 1.097], [2.268, 2.587, -2.637], [2.128, 3.176, -1.559], [1.904, 1.303, -2.865], [2.744, 3.196, -3.755], [2.254, 0.839, -3.677], [1.420, 0.879, -2.082], [3.157, 4.112, -3.683], [3.106, 2.664, -4.524], [1.929, -1.207, 3.657], [2.258, -1.745, 2.605], [2.697, -0.311, 4.350], [0.769, -1.513, 4.305], [2.419, 0.014, 5.251], [3.506, 0.002, 3.842], [0.565, -1.015, 5.147], [0.208, -2.251, 3.889], [-2.706, 0.833, -3.693], [-3.473, 0.965, -4.645], [-1.598, 1.577, -3.501], [-2.822, -0.187, -2.800], [-1.599, 2.414, -4.060], [-1.027, 1.471, -2.672], [-3.595, -0.824, -2.845], [-2.170, -0.318, -2.051], [0.182, -2.279, -4.372], [1.650, -2.474, -4.142], [1.978, -3.843, -3.559], [2.349, -2.450, -5.381], [-0.314, -2.208, -3.399], [-0.337, -3.080, -4.895], [-0.043, -1.313, -4.831], [2.095, -1.710, -3.492], [1.390, -3.986, -2.647], [3.037, -3.869, -3.306], [1.739, -4.702, -4.186], [2.391, -1.539, -5.688], [-1.176, -0.229, 1.115], [-0.085, -0.243, 0.071], [-0.049, -1.549, -0.723], [-0.212, 0.811, -0.892], [-1.021, 0.634, 1.764], [-1.013, -1.076, 1.788], [-2.195, -0.344, 0.749], [0.920, -0.193, 0.504], [-0.994, -1.654, -1.255], [0.169, -2.446, -0.144], [0.715, -1.473, -1.500], [-0.547, 1.623, -0.463], [3.919, -1.891, -1.223], [4.685, -2.550, -0.099], [4.879, -4.048, -0.338], [6.004, -2.003, -0.038], [4.455, -1.760, -2.162], [3.515, -0.935, -0.876], [3.039, -2.505, -1.433], [4.191, -2.531, 0.877], [5.530, -4.496, 0.415], [5.405, -4.227, -1.279], [3.952, -4.623, -0.330], [5.954, -1.045, 0.038], [-4.247, 3.115, 5.278], [-3.289, 2.972, 4.113], [-2.967, 1.546, 3.742], [-3.880, 3.619, 2.989], [-4.494, 4.175, 5.363], [-3.843, 2.706, 6.205], [-5.211, 2.637, 5.080], [-2.402, 3.541, 4.402], [-2.824, 1.408, 2.671], [-3.754, 0.826, 3.986], [-2.068, 1.179, 4.245], [-4.738, 3.223, 2.809]],
  "mulliken_charge": [-0.459, -0.585, 0.377, 0.287, -0.137, 0.298, 0.193, -0.586, -0.053, 0.365, -0.315, 0.327, 0.135, -0.648, 0.142, -0.214, 0.185, 0.375, -0.231, -0.558, 0.333, -0.227, 0.376, 0.292, 0.592, -0.721, -0.112, -0.393, 0.139, 0.049, 0.157, 0.236, 0.417, -0.250, -0.432, -0.120, 0.133, 0.144, 0.079, 0.223, 0.560, -0.887, 0.025, -0.452, 0.135, -0.399, 0.282, 0.162, 0.585, -0.470, -0.459, -0.299, 0.146, 0.253, 0.163, 0.161, 0.432, -0.742, -0.057, -0.126, 0.171, -0.099, 0.166, -0.125, -0.956, 1.831, -1.498, -0.623, 0.066, 0.390, 0.295, -0.661, 0.189, 0.323, 0.441, 0.351, -0.750, 0.862, -0.638, 2.631, 0.271, 0.172, -0.137, -0.605, 0.418, -0.043, -0.552, -0.733, -0.001, 1.158, -1.624, -0.637, 0.448, -0.200, -0.340, -0.249, 0.428, 0.383, 0.257, 0.349, -1.705, 0.508, -0.448, -0.564, 0.397, 0.395, 0.386, 0.324, -0.333, 0.423, 0.330, 0.332],
  "e_tot_ha": -2366.73617,
  "e_lumo_ev": 0.07,
  "spin_multiplicity": 1,
  "orbital_gap_ev": 9.37,
  "homo_energy_ha": -0.3416,
  "charge": 0
}